244
Properties=species:S:1:pos:R:3 method="wB97M-V/def2-TZVPD" multiplicity=2 charge=+1 e_tot_ha=-5969.26441
O -2.16879 1.57521 -5.84762
P -2.51114 0.37487 -4.98474
N -1.28868 -0.11261 -3.86955
C -1.50674 -1.08216 -2.75551
C 0.06418 0.54841 -3.73845
N -2.79807 -1.05436 -5.89330
C -1.90702 -1.30728 -6.99237
C -3.26751 -2.31078 -5.32274
N -3.90265 0.62357 -4.10109
C -5.21536 0.72439 -4.85935
C -3.83942 1.42227 -2.83579
H -2.44750 -1.07139 -2.20510
H -0.69209 -0.95078 -2.04334
H -1.48446 -2.09649 -3.15392
H 0.83476 -0.11489 -4.13134
H 0.32379 0.69633 -2.69021
H 0.19011 1.42607 -4.37245
H -1.69726 -0.35764 -7.48459
H -0.99488 -1.69357 -6.53753
H -2.27686 -2.07723 -7.66948
H -3.96487 -2.80331 -6.00039
H -2.43686 -2.99544 -5.15144
H -3.74590 -2.10757 -4.36464
H -6.09827 0.58530 -4.23547
H -5.16547 1.66739 -5.40374
H -5.20306 -0.10311 -5.56872
H -2.97511 1.14290 -2.23327
H -4.77754 1.42778 -2.28083
H -3.64678 2.47606 -3.03709
O 1.40666 -5.98094 2.07868
P 0.48298 -6.26200 0.94814
N -0.62357 -4.96155 0.56508
C -1.65509 -4.58188 1.48294
C -0.52252 -4.11937 -0.58294
N -0.62670 -7.55871 1.19477
C -0.34490 -8.63830 2.13602
C -1.82177 -7.84085 0.42642
N 1.30210 -6.52489 -0.51219
C 2.68659 -6.51478 -0.67404
C 0.64493 -7.00982 -1.74602
H -1.26092 -4.09168 2.37313
H -2.11910 -5.52167 1.78225
H -2.41121 -3.93510 1.03789
H -1.08079 -4.65185 -1.35294
H 0.51068 -4.00848 -0.91203
H -0.90000 -3.09704 -0.56174
H 0.60824 -8.47017 2.63736
H -1.19727 -8.59558 2.81405
H -0.23465 -9.57687 1.59285
H -2.39924 -8.59204 0.96525
H -2.42516 -6.94758 0.26490
H -1.53840 -8.19659 -0.56417
H 3.00970 -7.44011 -1.15097
H 3.00630 -5.57779 -1.13005
H 3.09452 -6.45990 0.33525
H 0.86281 -8.03395 -2.04895
H 0.88606 -6.40779 -2.62210
H -0.41696 -6.79609 -1.62439
O 3.45420 3.24917 6.60281
P 3.27205 4.51393 5.88058
N 2.80323 4.28504 4.28737
C 2.12238 5.35523 3.48727
C 3.38790 3.15487 3.52796
N 4.65744 5.52883 5.66410
C 4.68331 6.83460 5.03722
C 5.96215 4.86084 5.66181
N 2.15965 5.50723 6.61532
C 2.55815 6.11222 7.89070
C 0.72187 5.11437 6.60504
H 1.85671 6.21773 4.09852
H 1.23191 5.03211 2.94805
H 2.86458 5.59788 2.72677
H 2.84701 2.31398 3.96207
H 4.41233 2.95833 3.84420
H 3.27145 3.28245 2.45172
H 5.60449 7.39751 5.18771
H 4.50464 6.75438 3.96495
H 3.89081 7.47256 5.42847
H 5.96267 3.86845 6.11264
H 6.41786 4.89866 4.67237
H 6.53606 5.50844 6.32465
H 3.60802 6.40501 7.90266
H 2.00472 7.01790 8.13875
H 2.41624 5.36771 8.67407
H 0.13954 6.03414 6.65989
H 0.36098 4.44269 7.38394
H 0.47120 4.60416 5.67501
O 1.50914 3.86839 -6.55215
P 1.71644 5.06613 -5.70023
N 3.38101 5.46207 -5.49529
C 4.35269 4.96135 -6.52278
C 3.86259 6.13424 -4.29608
N 1.03229 4.97109 -4.12706
C -0.47257 4.97264 -3.91249
C 1.65994 4.00587 -3.16418
N 1.08276 6.56355 -6.26806
C 0.75995 6.68908 -7.67716
C 0.94603 7.79434 -5.37639
H 4.62267 3.96645 -6.16868
H 5.35745 5.37707 -6.44708
H 3.94013 4.78624 -7.51638
H 4.60256 6.90885 -4.49737
H 4.40021 5.39044 -3.70800
H 3.03423 6.60882 -3.77008
H -0.80624 3.93506 -3.89887
H -0.78696 5.37946 -2.95136
H -0.99433 5.53835 -4.68441
H 2.74844 3.94977 -3.17517
H 1.37774 4.33310 -2.16349
H 1.36895 2.95765 -3.23248
H 1.22145 7.59556 -8.06884
H 1.28003 5.95040 -8.28706
H -0.24952 6.67487 -8.08808
H 1.87887 8.09154 -4.89725
H 0.09206 7.68777 -4.70744
H 0.71316 8.63830 -6.02569
O -4.88930 -0.19254 -0.08248
C -6.08015 0.06168 -0.00425
O -6.70838 0.72142 -0.97189
C -8.12120 0.88512 -0.58699
C -8.31615 0.13239 0.72286
C -7.01516 -0.50338 1.06355
H -8.74197 0.32030 -1.28248
H -8.43635 1.91787 -0.73606
H -9.12544 -0.57402 0.53814
H -8.73140 0.73801 1.52840
H -6.97291 -1.59238 1.08304
H -6.81288 -0.11492 2.06170
O 7.36409 -2.16513 0.50211
C 6.45201 -3.02786 0.70731
O 6.73687 -4.12606 1.39392
C 5.47761 -4.74358 1.82791
C 4.37199 -3.80004 1.37556
C 4.95043 -2.95506 0.27016
H 5.44287 -4.92386 2.90233
H 5.40605 -5.72465 1.35834
H 4.12667 -3.08604 2.16177
H 3.39347 -4.23386 1.16967
H 4.46796 -1.97773 0.28331
H 4.80347 -3.37845 -0.72345
O 2.30768 -1.74647 -1.56514
C 2.51083 -2.34911 -2.61565
O 3.74231 -2.72112 -3.07468
C 3.64772 -3.22527 -4.39271
C 2.22432 -3.84302 -4.44983
C 1.42675 -2.90077 -3.52889
H 4.42168 -3.95341 -4.63539
H 3.86646 -2.39534 -5.06461
H 2.27083 -4.85402 -4.04508
H 1.82905 -3.97879 -5.45652
H 0.64057 -3.45748 -3.01889
H 0.98806 -2.09082 -4.11169
O 7.52319 0.55418 -0.46033
C 6.50989 1.08439 -0.88752
O 6.48457 2.43653 -1.09711
C 5.33854 2.91073 -1.71671
C 4.78289 1.65716 -2.40519
C 5.27808 0.46653 -1.56116
H 5.67475 3.66654 -2.42650
H 4.71229 3.36682 -0.94997
H 5.11885 1.66290 -3.44211
H 3.70919 1.82205 -2.31521
H 5.55144 -0.41661 -2.13861
H 4.55516 0.12449 -0.82056
O -4.39360 -0.27465 3.89385
C -3.44615 -0.06501 4.64438
O -3.02702 1.20882 4.93885
C -1.81897 1.10990 5.74882
C -1.87505 -0.30626 6.28817
C -2.65448 -1.16356 5.32758
H -1.70672 1.74108 6.63036
H -0.92411 1.32857 5.16614
H -2.42991 -0.23271 7.22349
H -0.85144 -0.61619 6.49862
H -3.29492 -1.90017 5.81271
H -2.14037 -1.65123 4.49936
C -4.17826 3.38385 0.25772
C -3.70580 2.94591 1.63424
C -2.48435 3.81914 2.09617
O -1.45165 3.90463 1.15237
C -0.89597 5.17952 0.74961
N -4.72730 2.90840 2.61654
H -4.55974 4.40233 0.33049
H -4.97547 2.74985 -0.13038
H -3.42118 3.44601 -0.52398
H -3.40355 1.90938 1.48471
H -2.12410 3.32821 3.00022
H -2.82571 4.80963 2.39702
H -0.25119 4.95369 -0.09972
H -0.39255 5.81077 1.48187
H -1.72016 5.77689 0.35979
H -4.47511 2.22820 3.31926
H -4.88100 3.74722 3.15772
C 1.88749 1.79680 0.19935
C 1.26797 0.69640 1.08379
C -0.35564 0.51599 0.79317
O -0.79975 -0.51067 1.60727
C -2.20345 -0.80638 1.28162
N 1.98165 -0.52521 0.91190
H 2.96864 1.86060 0.32235
H 1.57400 2.77919 0.55253
H 1.73704 1.66816 -0.87253
H 1.31265 0.95609 2.14145
H -0.47777 0.23180 -0.25202
H -0.86063 1.47904 0.86821
H -2.47815 -1.73677 1.77864
H -2.39686 -1.06025 0.23940
H -2.90943 -0.03467 1.58850
H 1.92919 -0.89390 -0.02693
H 1.50847 -1.22121 1.47028
C 1.68001 -3.70881 4.41945
C 0.85665 -2.47636 4.07814
C 1.40303 -1.08630 4.44410
O 1.46247 -0.89772 5.84543
C 2.79378 -0.59493 6.31611
N 0.75251 -2.49920 2.61768
H 1.00323 -4.53798 4.21319
H 1.94382 -3.72337 5.47694
H 2.66625 -3.82970 3.97131
H -0.15491 -2.57439 4.47215
H 0.73130 -0.30555 4.08730
H 2.34727 -0.83388 3.96163
H 3.44161 -1.47039 6.27146
H 2.64956 -0.34346 7.36686
H 3.32957 0.26098 5.90573
H 0.75492 -3.43478 2.23719
H -0.11193 -2.06192 2.33195
C -6.94195 -6.22311 -0.44586
C -5.71863 -6.53942 -1.33818
C -4.52280 -5.53314 -1.12313
O -4.99426 -4.25459 -1.47983
C -4.17925 -3.15583 -1.12315
N -5.35083 -7.91348 -1.00718
H -7.77948 -6.87937 -0.68244
H -7.24363 -5.19074 -0.62279
H -6.72272 -6.39899 0.60728
H -5.95806 -6.58509 -2.40058
H -3.63165 -5.85900 -1.65957
H -4.30194 -5.37941 -0.06686
H -4.51944 -2.31815 -1.73198
H -3.10874 -3.29341 -1.27544
H -4.34893 -2.95622 -0.06511
H -4.98709 -8.08283 -0.08029
H -6.18529 -8.48141 -0.97224